Density functional theory data (wB97M-V/def2-TZVPD) for a cluster of 9 separate species, C75H163N9O11 in total.

Last columns: bonded neighbours and bond lengths (Å).
CARTESIAN COORDINATES (ANGSTROEM)
1 C 5.33114 -2.55775 -0.36907  C2 1.525, H12 1.090, H13 1.090, H14 1.090
2 C 4.51165 -2.90486 0.86931  C1 1.525, C3 1.565, N7 1.462, C11 1.578
3 C 3.06266 -3.21898 0.36926  C2 1.565, C4 1.526, H15 1.090, H16 1.090
4 C 2.19684 -4.04419 1.31735  C3 1.526, C5 1.526, H17 1.090, H18 1.090
5 C 2.91267 -5.30591 1.79144  C4 1.526, C6 1.591, H19 1.090, H20 1.090
6 C 4.35173 -4.97490 2.38413  C5 1.591, N7 1.454, C9 1.530, C10 1.546
7 N 5.07901 -4.11286 1.46664  C2 1.462, C6 1.454, O8 1.342
8 O 6.38218 -4.05877 1.78393  N7 1.342, H30 0.960
9 C 4.18419 -4.39736 3.79066  C6 1.530, H21 1.090, H22 1.090, H23 1.090
10 C 4.95740 -6.39506 2.46628  C6 1.546, H24 1.090, H25 1.090, H26 1.090
11 C 4.45290 -1.64455 1.81712  C2 1.578, H27 1.090, H28 1.090, H29 1.090
12 H 6.40303 -2.51895 -0.17503  C1 1.090
13 H 5.19313 -1.52027 -0.67350  C1 1.090
14 H 5.11405 -3.25664 -1.17687  C1 1.090
15 H 2.53273 -2.32639 0.03675  C3 1.090
16 H 3.11536 -3.72201 -0.59629  C3 1.090
17 H 1.20861 -4.22688 0.89530  C4 1.090
18 H 2.07634 -3.44487 2.21979  C4 1.090
19 H 2.81549 -6.15468 1.11449  C5 1.090
20 H 2.21590 -5.61559 2.57035  C5 1.090
21 H 3.49952 -3.58538 4.03565  C9 1.090
22 H 4.05791 -5.17291 4.54609  C9 1.090
23 H 5.14436 -3.98529 4.10109  C9 1.090
24 H 5.94992 -6.44904 2.91359  C10 1.090
25 H 4.40785 -7.19276 2.96605  C10 1.090
26 H 5.15031 -6.74813 1.45326  C10 1.090
27 H 4.17482 -0.74755 1.26379  C11 1.090
28 H 5.38719 -1.60740 2.37732  C11 1.090
29 H 3.67871 -1.71418 2.58124  C11 1.090
30 H 6.77703 -4.35942 0.96216  O8 0.960
31 C -6.85703 -5.94622 -0.25589  C32 1.580, H42 1.090, H43 1.090, H44 1.090
32 C -6.27840 -6.57688 -1.58393  C31 1.580, C33 1.565, N37 1.478, C41 1.501
33 C -6.97499 -5.90268 -2.81312  C32 1.565, C34 1.520, H45 1.090, H46 1.090
34 C -6.41363 -4.56319 -3.25989  C33 1.520, C35 1.602, H47 1.090, H48 1.090
35 C -4.81890 -4.67186 -3.37344  C34 1.602, C36 1.565, H49 1.090, H50 1.090
36 C -4.08210 -5.32971 -2.15962  C35 1.565, N37 1.465, C39 1.598, C40 1.560
37 N -4.80441 -6.50784 -1.67334  C32 1.478, C36 1.465, O38 1.374
38 O -4.14197 -7.17910 -0.67346  N37 1.374, H60 0.960
39 C -2.73996 -5.87783 -2.83071  C36 1.598, H51 1.090, H52 1.090, H53 1.090
40 C -3.81681 -4.22680 -1.08841  C36 1.560, H54 1.090, H55 1.090, H56 1.090
41 C -6.78593 -7.98791 -1.65000  C32 1.501, H57 1.090, H58 1.090, H59 1.090
42 H -7.92907 -6.11015 -0.14654  C31 1.090
43 H -6.64786 -4.87735 -0.29928  C31 1.090
44 H -6.41933 -6.36539 0.65009  C31 1.090
45 H -6.80970 -6.53526 -3.68526  C33 1.090
46 H -8.04970 -5.77141 -2.68716  C33 1.090
47 H -6.73117 -3.89781 -2.45706  C34 1.090
48 H -6.96145 -4.18002 -4.12079  C34 1.090
49 H -4.34374 -3.69296 -3.43745  C35 1.090
50 H -4.56467 -5.04129 -4.36691  C35 1.090
51 H -2.28397 -5.15262 -3.50468  C39 1.090
52 H -2.00446 -6.15482 -2.07545  C39 1.090
53 H -2.95357 -6.71404 -3.49646  C39 1.090
54 H -3.46951 -4.78073 -0.21626  C40 1.090
55 H -3.09927 -3.45525 -1.36760  C40 1.090
56 H -4.75511 -3.72538 -0.85117  C40 1.090
57 H -6.26319 -8.59037 -2.39290  C41 1.090
58 H -7.84624 -8.12990 -1.85900  C41 1.090
59 H -6.75262 -8.35963 -0.62589  C41 1.090
60 H -3.92739 -8.03851 -1.04357  O38 0.960
61 C -0.15774 5.20105 -2.84751  C62 1.561, H72 1.090, H73 1.090, H74 1.090
62 C 1.35117 5.57750 -2.71847  C61 1.561, C63 1.500, N67 1.495, C71 1.481
63 C 1.87620 5.56192 -4.12377  C62 1.500, C64 1.541, H75 1.090, H76 1.090
64 C 3.24197 6.26170 -4.26105  C63 1.541, C65 1.548, H77 1.090, H78 1.090
65 C 3.11372 7.73547 -3.80654  C64 1.548, C66 1.563, H79 1.090, H80 1.090
66 C 2.60911 7.83348 -2.33024  C65 1.563, N67 1.465, C69 1.588, C70 1.550
67 N 1.43077 6.97382 -2.18919  C62 1.495, C66 1.465, O68 1.377
68 O 0.75753 7.16025 -1.00276  N67 1.377, H90 0.960
69 C 3.80265 7.49897 -1.33752  C66 1.588, H81 1.090, H82 1.090, H83 1.090
70 C 2.14372 9.28443 -2.04523  C66 1.550, H84 1.090, H85 1.090, H86 1.090
71 C 1.99490 4.55756 -1.85893  C62 1.481, H87 1.090, H88 1.090, H89 1.090
72 H -0.67702 5.28097 -1.89249  C61 1.090
73 H -0.22734 4.20942 -3.29464  C61 1.090
74 H -0.62144 5.97010 -3.46527  C61 1.090
75 H 2.07440 4.55739 -4.49758  C63 1.090
76 H 1.20310 5.98990 -4.86666  C63 1.090
77 H 3.54406 6.20510 -5.30682  C64 1.090
78 H 3.88273 5.68359 -3.59524  C64 1.090
79 H 2.30364 8.18535 -4.38055  C65 1.090
80 H 3.96674 8.39374 -3.97125  C65 1.090
81 H 4.42867 8.38698 -1.25016  C69 1.090
82 H 3.34436 7.49406 -0.34856  C69 1.090
83 H 4.32386 6.61150 -1.69648  C69 1.090
84 H 2.90881 10.05528 -2.13767  C70 1.090
85 H 1.38547 9.62428 -2.75069  C70 1.090
86 H 1.65872 9.40973 -1.07716  C70 1.090
87 H 1.90528 3.53227 -2.21790  C71 1.090
88 H 1.49040 4.48857 -0.89518  C71 1.090
89 H 3.06224 4.67329 -1.67054  C71 1.090
90 H 1.43239 6.82118 -0.41013  O68 0.960
91 C -0.94505 -2.05414 0.73222  C92 1.580, H102 1.090, H103 1.090, H104 1.090
92 C -1.02456 -0.59897 1.34158  C91 1.580, C93 1.494, N97 1.480, C101 1.568
93 C 0.35907 -0.11807 1.63492  C92 1.494, C94 1.567, H105 1.090, H106 1.090
94 C 1.20463 0.33179 0.39432  C93 1.567, C95 1.539, H107 1.090, H108 1.090
95 C 0.35611 1.18738 -0.56286  C94 1.539, C96 1.528, H109 1.090, H110 1.090
96 C -1.06444 0.71063 -0.85976  C95 1.528, N97 1.473, C99 1.531, C100 1.522
97 N -1.72237 0.29453 0.39042  C92 1.480, C96 1.473, O98 1.453
98 O -3.14488 0.01254 0.29284  N97 1.453, H120 0.960
99 C -1.77677 1.92372 -1.46433  C96 1.531, H111 1.090, H112 1.090, H113 1.090
100 C -1.11509 -0.41441 -1.88383  C96 1.522, H114 1.090, H115 1.090, H116 1.090
101 C -1.77706 -0.52944 2.71551  C92 1.568, H117 1.090, H118 1.090, H119 1.090
102 H -1.69657 -2.43620 0.04132  C91 1.090
103 H -0.81806 -2.84847 1.46776  C91 1.090
104 H 0.02025 -2.07884 0.22655  C91 1.090
105 H 0.39569 0.70737 2.34584  C93 1.090
106 H 1.03282 -0.81947 2.12707  C93 1.090
107 H 1.56880 -0.53161 -0.16248  C94 1.090
108 H 2.06929 0.87698 0.77277  C94 1.090
109 H 0.82024 1.25369 -1.54687  C95 1.090
110 H 0.32187 2.18844 -0.13294  C95 1.090
111 H -2.74761 1.69093 -1.90180  C99 1.090
112 H -1.89995 2.77879 -0.79967  C99 1.090
113 H -1.26005 2.30496 -2.34510  C99 1.090
114 H -0.34009 -1.18030 -1.85398  C100 1.090
115 H -2.05635 -0.94981 -1.75937  C100 1.090
116 H -1.09177 0.01389 -2.88588  C100 1.090
117 H -1.21980 -1.09118 3.46518  C101 1.090
118 H -2.81345 -0.86562 2.68423  C101 1.090
119 H -1.95063 0.48020 3.08779  C101 1.090
120 H -3.55103 0.76639 0.72683  O98 0.960
121 C 0.70866 3.52408 2.73497  C122 1.607, H132 1.090, H133 1.090, H134 1.090
122 C 0.70164 5.06759 3.18313  C121 1.607, C123 1.545, N127 1.464, C131 1.546
123 C 0.37051 5.14305 4.69014  C122 1.545, C124 1.529, H135 1.090, H136 1.090
124 C 0.56677 6.50805 5.35147  C123 1.529, C125 1.496, H137 1.090, H138 1.090
125 C 1.92581 6.98457 4.94494  C124 1.496, C126 1.584, H139 1.090, H140 1.090
126 C 2.25763 7.00497 3.39583  C125 1.584, N127 1.441, C129 1.552, C130 1.540
127 N 1.97304 5.70711 2.83881  C122 1.464, C126 1.441, O128 1.412
128 O 2.45610 5.52225 1.52545  N127 1.412, H150 0.960
129 C 1.53294 8.21663 2.75081  C126 1.552, H141 1.090, H142 1.090, H143 1.090
130 C 3.77518 7.26127 3.34718  C126 1.540, H144 1.090, H145 1.090, H146 1.090
131 C -0.44764 5.73906 2.39700  C122 1.546, H147 1.090, H148 1.090, H149 1.090
132 H -0.16609 2.96611 3.06899  C121 1.090
133 H 1.54056 2.94169 3.13105  C121 1.090
134 H 0.87241 3.47198 1.65860  C121 1.090
135 H -0.66014 4.84861 4.88808  C123 1.090
136 H 1.00165 4.42171 5.20921  C123 1.090
137 H 0.34862 6.44107 6.41731  C124 1.090
138 H -0.20157 7.23658 5.09262  C124 1.090
139 H 2.64146 6.28283 5.37331  C125 1.090
140 H 2.18149 7.97225 5.32863  C125 1.090
141 H 0.54882 8.38685 3.18743  C129 1.090
142 H 2.03991 9.16261 2.94108  C129 1.090
143 H 1.46211 7.99841 1.68523  C129 1.090
144 H 4.22911 8.06441 3.92771  C130 1.090
145 H 4.26429 6.33028 3.63377  C130 1.090
146 H 4.21174 7.39874 2.35793  C130 1.090
147 H -0.20631 5.87309 1.34253  C131 1.090
148 H -0.63915 6.69118 2.89185  C131 1.090
149 H -1.37763 5.17369 2.33714  C131 1.090
150 H 3.25189 4.99682 1.63602  O128 0.960
151 C -6.41652 -6.33588 5.76842  C152 1.522, H162 1.090, H163 1.090, H164 1.090
152 C -5.09248 -5.62283 5.53181  C151 1.522, C153 1.540, N157 1.502, C161 1.565
153 C -4.59636 -5.97582 4.11772  C152 1.540, C154 1.597, H165 1.090, H166 1.090
154 C -5.39030 -5.31313 2.90140  C153 1.597, C155 1.533, H167 1.090, H168 1.090
155 C -5.28744 -3.79643 3.09827  C154 1.533, C156 1.574, H169 1.090, H170 1.090
156 C -5.70196 -3.31087 4.53670  C155 1.574, N157 1.488, C159 1.520, C160 1.577
157 N -5.06587 -4.12316 5.60927  C152 1.502, C156 1.488, O158 1.366
158 O -5.55512 -3.79651 6.84163  N157 1.366, H180 0.960
159 C -5.13934 -1.90181 4.62668  C156 1.520, H171 1.090, H172 1.090, H173 1.090
160 C -7.27023 -3.14135 4.54996  C156 1.577, H174 1.090, H175 1.090, H176 1.090
161 C -4.05250 -6.15464 6.57324  C152 1.565, H177 1.090, H178 1.090, H179 1.090
162 H -7.19507 -5.88857 5.15046  C151 1.090
163 H -6.68820 -6.27113 6.82203  C151 1.090
164 H -6.30012 -7.39945 5.56016  C151 1.090
165 H -3.54930 -5.67553 4.07778  C153 1.090
166 H -4.58981 -7.02002 3.80512  C153 1.090
167 H -6.44137 -5.60184 2.90273  C154 1.090
168 H -4.96927 -5.74324 1.99264  C154 1.090
169 H -6.03594 -3.34358 2.44807  C155 1.090
170 H -4.26145 -3.53161 2.84270  C155 1.090
171 H -5.45475 -1.23507 3.82415  C159 1.090
172 H -5.35234 -1.44460 5.59296  C159 1.090
173 H -4.05405 -1.92880 4.52918  C159 1.090
174 H -7.50705 -2.34401 3.84549  C160 1.090
175 H -7.89292 -3.98122 4.24178  C160 1.090
176 H -7.56962 -2.79880 5.54048  C160 1.090
177 H -3.91867 -7.22029 6.38725  C161 1.090
178 H -4.17312 -6.11224 7.65572  C161 1.090
179 H -3.10224 -5.63251 6.46146  C161 1.090
180 H -4.85329 -3.22361 7.15915  O158 0.960
181 C 7.16287 5.65820 -0.77222  C182 1.532, H192 1.090, H193 1.090, H194 1.090
182 C 7.00766 4.16384 -0.47354  C181 1.532, C183 1.539, N187 1.527, C191 1.545
183 C 5.66037 4.08548 0.26548  C182 1.539, C184 1.549, H195 1.090, H196 1.090
184 C 5.05343 2.66123 0.32253  C183 1.549, C185 1.575, H197 1.090, H198 1.090
185 C 4.97929 2.14426 -1.16351  C184 1.575, C186 1.565, H199 1.090, H200 1.090
186 C 6.40756 2.06315 -1.79902  C185 1.565, N187 1.490, C189 1.583, C190 1.524
187 N 6.99453 3.43232 -1.81382  C182 1.527, C186 1.490, O188 1.395
188 O 8.24374 3.57322 -2.41815  N187 1.395, H210 0.960
189 C 7.33551 0.98536 -1.10320  C186 1.583, H201 1.090, H202 1.090, H203 1.090
190 C 6.33579 1.71216 -3.28049  C186 1.524, H204 1.090, H205 1.090, H206 1.090
191 C 8.16728 3.79038 0.47730  C182 1.545, H207 1.090, H208 1.090, H209 1.090
192 H 6.87699 6.37579 -0.00317  C181 1.090
193 H 6.51021 5.93793 -1.59919  C181 1.090
194 H 8.09940 6.03952 -1.17916  C181 1.090
195 H 5.72940 4.47336 1.28178  C183 1.090
196 H 4.88293 4.73980 -0.12892  C183 1.090
197 H 4.08517 2.78806 0.80677  C184 1.090
198 H 5.52174 1.94081 0.99320  C184 1.090
199 H 4.34154 2.83010 -1.72120  C185 1.090
200 H 4.61596 1.11820 -1.22087  C185 1.090
201 H 7.38979 0.03112 -1.62721  C189 1.090
202 H 8.30026 1.40700 -0.82110  C189 1.090
203 H 6.98396 0.68832 -0.11513  C189 1.090
204 H 5.65084 2.35662 -3.83150  C190 1.090
205 H 7.23439 1.74270 -3.89667  C190 1.090
206 H 5.94247 0.70397 -3.41074  C190 1.090
207 H 8.31763 2.72978 0.67887  C191 1.090
208 H 8.08180 4.34578 1.41128  C191 1.090
209 H 9.10512 4.20478 0.10737  C191 1.090
210 H 8.01343 4.26290 -3.04496  O188 0.960
211 C 2.14452 1.16269 -4.16965  O212 1.449, H220 1.090, H221 1.090, H222 1.090
212 O 2.49190 0.01346 -3.35802  C211 1.449, C213 1.368
213 C 2.10839 -1.18335 -3.89779  O212 1.368, C214 1.593, H223 1.090, H224 1.090
214 C 2.40840 -2.48985 -3.03730  C213 1.593, N215 1.471, H225 1.090, H226 1.090
215 N 2.69524 -3.79346 -3.65646  C214 1.471, C216 1.466, H227 1.010
216 C 1.55392 -4.22963 -4.46693  N215 1.466, C217 1.521, H228 1.090, H229 1.090
217 C 2.09589 -5.32214 -5.37575  C216 1.521, O218 1.427, H230 1.090, H231 1.090
218 O 2.94153 -4.86276 -6.42874  C217 1.427, C219 1.430
219 C 3.08172 -5.81256 -7.48790  O218 1.430, H232 1.090, H233 1.090, H234 1.090
220 H 1.06863 1.29593 -4.28282  C211 1.090
221 H 2.51859 1.14738 -5.19334  C211 1.090
222 H 2.58190 2.05084 -3.71358  C211 1.090
223 H 2.53654 -1.29788 -4.89362  C213 1.090
224 H 1.02181 -1.15125 -3.97781  C213 1.090
225 H 1.62948 -2.63376 -2.28852  C214 1.090
226 H 3.25881 -2.12382 -2.46203  C214 1.090
227 H 3.46449 -3.74378 -4.30906  N215 1.010
228 H 0.95680 -3.48679 -4.99583  C216 1.090
229 H 0.91324 -4.73203 -3.74221  C216 1.090
230 H 1.27827 -5.92783 -5.76655  C217 1.090
231 H 2.66695 -6.10157 -4.87129  C217 1.090
232 H 3.36960 -6.80566 -7.14297  C219 1.090
233 H 3.85004 -5.44732 -8.16936  C219 1.090
234 H 2.19085 -6.06067 -8.06486  C219 1.090
235 C -4.30008 -0.56080 -3.71581  O236 1.449, H244 1.090, H245 1.090, H246 1.090
236 O -5.66744 -0.99096 -3.50426  C235 1.449, C237 1.438
237 C -6.17121 -1.07102 -2.16008  O236 1.438, C238 1.547, H247 1.090, H248 1.090
238 C -6.54611 0.31290 -1.58037  C237 1.547, N239 1.414, H249 1.090, H250 1.090
239 N -6.76661 0.16686 -0.19146  C238 1.414, C240 1.436, H251 1.010
240 C -7.29550 1.37087 0.38601  N239 1.436, C241 1.572, H252 1.090, H253 1.090
241 C -6.27143 2.54200 0.61309  C240 1.572, O242 1.436, H254 1.090, H255 1.090
242 O -4.97137 2.02862 0.94146  C241 1.436, C243 1.394
243 C -4.08443 3.09950 1.04416  O242 1.394, H256 1.090, H257 1.090, H258 1.090
244 H -4.13264 -0.37487 -4.77670  C235 1.090
245 H -3.64819 -1.36900 -3.38420  C235 1.090
246 H -4.02766 0.43093 -3.35476  C235 1.090
247 H -5.42985 -1.55552 -1.52467  C237 1.090
248 H -7.03605 -1.73333 -2.19865  C237 1.090
249 H -7.48807 0.66645 -1.99969  C238 1.090
250 H -5.78825 1.05647 -1.82704  C238 1.090
251 H -5.90176 -0.02952 0.29182  N239 1.010
252 H -7.69666 1.11094 1.36561  C240 1.090
253 H -8.19827 1.70390 -0.12603  C240 1.090
254 H -6.73439 3.02094 1.47587  C241 1.090
255 H -6.30434 3.17397 -0.27440  C241 1.090
256 H -4.46535 3.64397 1.90819  C243 1.090
257 H -4.05950 3.68358 0.12420  C243 1.090
258 H -3.04453 2.83658 1.23807  C243 1.090

Results
F_max = 4.5 eV Å⁻¹
expectation value of S² = 0.7540
charge = +1
E = -116329.5968 eV
LUMO (alpha / beta) = -2.4 / -6.7 eV
HOMO-LUMO gap (alpha / beta) = 6.9933 / 2.7509 eV
ΔE to the lowest compared entry with this formula, charge and spin = 0.0 kJ/mol
multiplicity = 2